# 1
The following is a quantum chemistry calculation of a molecular structure, C14H28B3N5O25S5 in a non-equilibrium geometry, from the Open Molecules 2025 dataset.

The HOMO-LUMO gap comes out at 0.2978 hartree. The LUMO energy comes out at -0.9 eV. For the total energy, the calculation gives -4770.37188 Eh.

Geometry as ORCA input:
```
! wB97M-V def2-TZVPD RIJCOSX def2/J DEFGRID3
* xyz 0 1
S -0.341 2.410 -3.151
S -1.843 -5.041 1.683
S 1.154 -4.967 -4.964
S -3.267 5.100 2.055
S -0.979 -0.772 -1.224
O 0.985 -3.346 -5.026
O -0.704 2.479 -4.548
O 0.182 -0.416 -0.439
O -1.226 -6.030 2.824
O 6.044 -1.429 2.332
O -0.485 -1.703 -2.469
O 4.753 5.019 3.202
O 1.267 -5.365 -3.581
O -3.918 4.949 3.336
O 2.633 -5.051 -5.647
O -1.123 -5.272 0.450
O 3.040 1.380 1.554
O -1.078 1.629 -2.184
O -1.918 0.203 -1.727
O -2.059 5.874 1.872
O 0.201 -5.555 -5.879
O 3.103 3.909 1.646
O -1.806 -1.921 -0.416
O 1.233 2.000 -3.043
O -3.306 -5.750 1.558
O 5.188 2.568 2.441
O -2.018 -3.728 2.258
O -0.204 3.931 -2.579
O -3.023 3.619 1.419
O -4.372 5.617 0.972
N 4.462 0.400 3.598
N 0.891 0.875 3.733
N -0.957 0.886 1.970
N 3.428 4.684 5.633
N -0.940 2.476 3.857
C -3.257 -7.029 2.186
C -1.911 -3.091 -1.226
C 0.680 2.825 1.931
C -0.040 1.697 2.875
C -0.680 -3.074 -2.128
C -3.993 3.373 0.402
C -4.355 4.746 -0.157
C 3.932 4.954 4.448
C 2.006 3.159 -2.733
C -2.259 -6.873 3.331
C 2.928 -3.802 -6.270
C 2.223 -2.753 -5.414
C 1.069 4.077 -1.952
C 5.424 -0.479 3.085
B 4.191 1.443 2.522
B 2.298 2.644 1.721
B 4.347 3.792 2.431
H -3.582 2.711 -0.365
H 1.393 5.120 -1.976
H 1.493 1.450 4.362
H 0.448 3.892 2.370
H -4.861 2.896 0.867
H 0.185 2.813 0.846
H 4.007 -3.642 -6.321
H 2.796 -2.536 -4.506
H 1.425 0.158 3.198
H 0.973 3.749 -0.912
H -2.718 -6.371 4.189
H -4.249 -7.325 2.536
H -1.581 0.245 2.507
H -3.585 5.106 -0.849
H 0.209 -3.417 -1.587
H -1.845 -7.833 3.651
H -1.392 3.285 3.368
H 2.046 -1.824 -5.962
H -1.953 -3.986 -0.601
H -0.242 2.857 4.564
H 2.891 2.883 -2.154
H -0.421 0.399 1.219
H 2.318 3.622 -3.674
H -5.325 4.749 -0.660
H -0.813 -3.680 -3.027
H -2.900 -7.754 1.448
H -2.831 -3.016 -1.815
H 2.515 -3.825 -7.284
*
```

# 2
The following is a quantum chemistry calculation of a molecular structure, C14H28BBiI2N5O6PTe, from the Open Molecules 2025 dataset.

The HOMO-LUMO gap comes out at 0.2085 hartree. The LUMO energy comes out at -2.1 eV. The relative energy (zero: lowest compared OMol25 entry of this formula, charge and spin) is 64.69 kJ/mol. For the total energy, the calculation gives -2719.68909 Eh.

Geometry as ORCA input:
```
! wB97M-V def2-TZVPD RIJCOSX def2/J DEFGRID3
* xyz 0 1
Bi 1.848 -1.253 -0.607
I 5.384 0.353 -1.410
I 6.068 2.275 -3.098
Te -0.241 -1.441 4.048
P -0.601 -1.887 1.786
O -1.320 -0.673 1.025
O 4.479 -1.423 2.287
O -1.546 -3.142 1.629
O 0.603 1.641 0.315
O 0.656 -2.135 0.917
O -1.239 4.193 -3.284
N 0.969 -2.800 -2.032
N 0.543 0.100 -1.499
N 1.502 0.770 0.881
N -0.610 2.110 -1.511
N 3.527 -0.565 1.823
C -0.545 4.466 -2.084
C 1.365 2.211 2.868
C 0.205 1.187 -0.951
C -1.670 -3.894 0.387
C -0.898 2.910 -3.786
C -0.878 3.447 -1.003
C 0.434 -3.732 -2.468
C -2.491 -3.162 -0.648
C 1.863 1.055 2.069
C -1.253 1.824 -2.787
C 2.881 0.142 2.667
C -2.871 1.142 0.894
C -2.629 -0.238 1.453
C 3.136 0.143 4.143
B -0.290 -4.993 -3.058
H -3.363 -0.956 1.084
H 0.832 2.922 2.246
H 3.121 -0.875 4.536
H -2.144 -4.824 0.690
H -2.007 -2.232 -0.950
H -0.285 3.643 -0.115
H 2.353 0.668 4.680
H -0.595 -5.675 -2.102
H -2.136 1.846 1.287
H -1.258 -4.587 -3.661
H 2.199 2.707 3.364
H -2.338 1.807 -2.640
H -3.867 1.484 1.177
H 0.682 1.834 3.633
H 0.538 4.461 -2.270
H -1.937 3.526 -0.739
H 0.177 2.871 -4.006
H 0.513 -5.547 -3.771
H 4.458 -1.453 3.257
H -0.671 -4.119 0.021
H -1.453 2.777 -4.712
H -2.801 1.135 -0.194
H -2.585 -3.792 -1.532
H 4.102 0.607 4.367
H -2.661 -0.233 2.545
H -3.488 -2.939 -0.265
H -0.924 0.848 -3.131
H -0.842 5.465 -1.766
*
```

# 3
The following is a quantum chemistry calculation of 5 unconnected molecules or ions with the total composition C14H28BCl12FN2O2S in a non-equilibrium geometry, from the Open Molecules 2025 dataset.

The HOMO-LUMO gap comes out at 0.3075 hartree. The LUMO energy comes out at 0.2 eV. Its structure (SMILES) is CCSC[C@H](O[C@H]([C@@H](C)N)[C@@H](F)CC)B(N)O.ClC(Cl)Cl.ClC(Cl)Cl.ClC(Cl)Cl.ClC(Cl)Cl. For the total energy, the calculation gives -6855.44766 Eh.

Geometry as ORCA input:
```
! wB97M-V def2-TZVPD RIJCOSX def2/J DEFGRID3
* xyz 0 1
Cl 6.177 2.386 -3.080
Cl 2.312 -3.915 2.347
Cl 6.667 3.141 -5.836
Cl 4.292 -2.961 4.242
Cl 4.093 2.036 -5.086
Cl 3.325 0.816 -1.989
Cl 3.393 2.714 0.202
Cl 2.368 -1.111 3.082
Cl -2.989 2.720 3.181
Cl -1.059 3.158 5.302
Cl 4.030 -0.075 0.685
Cl -2.536 5.400 4.196
S -1.293 2.836 -1.586
F -2.171 -3.354 0.136
O -2.043 -1.041 -1.671
O -4.855 -0.693 -1.493
N -4.570 1.754 -1.171
N -0.493 -3.697 -2.062
C 2.646 -2.762 3.640
C -1.483 -2.183 0.367
C 4.115 1.253 -0.477
C -0.169 2.368 -0.241
C -0.951 -1.532 -0.910
C -0.408 3.316 0.959
C 1.428 -2.307 -1.259
C -1.170 -2.584 2.805
C -1.836 1.272 -2.309
C -2.442 0.262 -1.287
C -0.459 -2.372 1.467
C -2.591 3.686 4.603
C 5.828 2.013 -4.773
C -0.012 -2.348 -1.778
B -4.038 0.415 -1.320
H 0.074 -1.431 1.538
H 2.083 -2.821 -1.943
H 0.027 -1.842 -2.735
H 0.864 2.447 -0.543
H -2.597 1.515 -3.034
H -1.309 -3.631 3.029
H -2.131 0.523 -0.274
H -1.251 3.952 0.743
H -4.434 2.055 -0.210
H -0.627 -2.130 3.624
H 6.196 1.018 -4.980
H 1.756 -1.267 -1.274
H 0.190 -3.211 1.275
H -5.572 1.781 -1.336
H -0.328 1.348 0.072
H -5.048 -1.048 -0.612
H -2.157 -2.140 2.812
H -0.614 2.722 1.832
H -0.034 -4.048 -2.890
H 1.958 -2.957 4.452
H 0.457 3.949 1.087
H -0.301 -4.331 -1.298
H -0.381 -0.668 -0.573
H -2.211 -1.486 0.776
H -1.033 0.765 -2.827
H 1.529 -2.669 -0.250
H 5.156 1.455 -0.687
H -3.367 3.538 5.340
*
```

# 4
The following is a quantum chemistry calculation of 5 unconnected molecules or ions with the total composition C14H28Br2O12 in a non-equilibrium geometry, from the Open Molecules 2025 dataset.

The HOMO-LUMO gap comes out at 0.3736 hartree. The LUMO energy comes out at 0.5 eV. Its structure (SMILES) is COC(=O)OC.COC(=O)OC.COC(=O)OC.COC(=O)OC.BrCCBr. The relative energy (zero: lowest compared OMol25 entry of this formula, charge and spin) is 186.40 kJ/mol. For the total energy, the calculation gives -6601.10715 Eh.

Geometry as ORCA input:
```
! wB97M-V def2-TZVPD RIJCOSX def2/J DEFGRID3
* xyz 0 1
Br 2.421 -1.516 2.123
Br 1.639 3.066 2.308
O -2.558 -1.548 0.214
O 3.955 -2.086 -3.303
O -0.306 1.999 -0.837
O -1.170 2.083 -3.026
O -0.855 2.718 4.395
O -3.171 -0.725 -1.830
O -3.122 -2.952 -1.288
O 3.326 -1.144 -1.317
O -1.999 1.193 5.740
O 0.766 0.908 -2.638
O 2.175 -2.856 -2.093
O 0.190 0.982 5.082
C 2.439 1.255 2.159
C 3.200 -2.074 -2.336
C -1.977 3.296 3.768
C -2.125 -0.332 0.766
C 4.436 -0.254 -1.317
C -0.999 1.608 5.120
C -0.308 1.626 -2.060
C 1.393 0.185 1.745
C 1.633 -3.597 -3.247
C -2.195 2.978 -2.668
C -2.942 -1.662 -1.063
C 0.760 0.470 -3.949
C -3.620 -3.460 -2.492
C 0.389 -0.252 5.822
H 0.558 0.284 2.438
H 1.234 -2.888 -3.972
H -0.137 -0.061 -4.269
H -1.922 -0.462 1.829
H 1.380 -0.671 5.645
H -3.822 -4.511 -2.290
H 4.298 0.518 -2.074
H -4.542 -2.908 -2.673
H 0.743 -4.118 -2.895
H -1.226 -0.016 0.237
H 2.952 1.151 3.115
H -1.920 3.733 -1.932
H 4.413 0.256 -0.354
H -3.081 2.445 -2.324
H 2.345 -4.278 -3.713
H 0.379 0.081 6.859
H -1.751 4.335 3.528
H -2.990 0.322 0.653
H 0.908 1.324 -4.610
H -2.875 -3.401 -3.286
H -0.361 -1.029 5.677
H 1.669 -0.128 -4.011
H 5.385 -0.785 -1.387
H -2.220 2.681 2.901
H 1.093 0.206 0.697
H -2.428 3.512 -3.589
H 3.346 1.271 1.555
H -2.806 3.230 4.471
*
```

# 5
The following is a quantum chemistry calculation of a molecular structure, C14H28Br3NO5S2, from the Open Molecules 2025 dataset.

The HOMO-LUMO gap comes out at 0.3428 hartree. The LUMO energy comes out at 0.6 eV. For the total energy, the calculation gives -9499.55488 Eh.

Geometry as ORCA input:
```
! wB97M-V def2-TZVPD RIJCOSX def2/J DEFGRID3
* xyz 0 1
Br 1.651 -5.152 2.317
Br -0.766 -2.473 1.884
Br -0.652 -0.451 -0.520
S 3.823 1.052 -3.068
S -2.774 2.224 1.473
O 4.245 0.195 -4.146
O -2.388 0.839 1.406
O -1.182 -4.679 -0.457
O 4.017 0.645 -1.698
O -2.489 3.115 0.377
N 1.142 -3.580 0.031
C 3.321 3.618 -3.603
C 0.954 -2.457 0.878
C -4.510 2.325 1.908
C -0.413 -5.539 0.342
C -4.514 2.343 3.432
C -2.582 -4.888 -0.388
C 4.510 2.703 -3.287
C 2.083 3.007 -2.930
C 1.926 -0.091 0.670
C 2.109 1.522 -3.276
C -2.148 2.921 3.013
C 1.010 -4.940 0.500
C -3.380 3.291 3.846
C 1.085 -1.177 -0.004
H 1.387 0.851 0.738
H 2.245 -0.397 1.667
H 2.146 3.136 -1.848
H -4.317 1.339 3.814
H 5.243 2.660 -4.089
H -4.897 3.255 1.492
H -1.525 3.778 2.769
H -2.834 -5.760 0.217
H -0.332 -6.526 -0.132
H 1.160 3.473 -3.269
H -3.165 3.222 4.911
H -3.673 4.322 3.637
H 3.509 4.633 -3.255
H -0.865 -5.702 1.325
H -1.547 2.149 3.489
H 1.511 -1.508 -0.945
H -3.050 -4.000 0.043
H 0.634 -3.465 -0.838
H -5.027 1.474 1.470
H 1.727 -2.394 1.636
H 1.703 -5.554 -0.069
H 1.844 1.346 -4.318
H -2.970 -5.016 -1.400
H 2.826 0.098 0.086
H 1.500 0.907 -2.618
H 4.999 2.975 -2.354
H -5.477 2.667 3.822
H 3.165 3.664 -4.682
*
```

# 6
The following is a quantum chemistry calculation of a molecular structure, C14H28Cl14 in a non-equilibrium geometry, from the Open Molecules 2025 dataset.

The HOMO-LUMO gap comes out at 0.3165 hartree. The LUMO energy comes out at 0.0 eV. The relative energy (zero: lowest compared OMol25 entry of this formula, charge and spin) is 1520.28 kJ/mol. For the total energy, the calculation gives -6992.38421 Eh.

Geometry as ORCA input:
```
! wB97M-V def2-TZVPD RIJCOSX def2/J DEFGRID3
* xyz 0 1
Cl 1.053 -1.914 -3.502
Cl -0.212 -5.904 -2.926
Cl 1.148 -3.357 -0.931
Cl 2.071 0.327 1.386
Cl -0.539 5.098 0.938
Cl -5.995 -3.360 -0.168
Cl 1.590 1.070 -1.928
Cl 0.214 1.886 0.066
Cl 3.887 3.658 1.137
Cl -4.335 -0.504 -0.871
Cl -1.439 -1.656 -0.372
Cl 2.158 3.660 4.011
Cl 1.295 -1.170 3.666
Cl 1.695 1.582 5.410
C 1.424 3.775 2.348
C 0.770 -0.915 1.108
C 2.252 3.027 1.316
C -0.586 -4.151 -3.034
C 3.108 0.535 4.950
C 0.824 0.834 -3.526
C -1.502 3.972 -0.073
C 2.906 -0.310 3.618
C -0.582 3.072 -0.949
C -0.006 -0.456 -3.561
C -0.236 -0.444 0.040
C -3.759 -2.159 -1.187
C -0.517 -3.446 -1.593
C -4.231 -3.272 -0.205
H -0.766 0.416 0.450
H -0.844 -2.406 -1.580
H -3.945 -4.259 -0.569
H 1.773 3.067 0.338
H -3.845 -3.024 0.784
H 1.636 0.884 -4.251
H 2.252 1.946 1.457
H 0.376 -1.169 2.092
H 0.394 3.423 2.406
H -2.183 3.411 0.567
H -2.673 -2.118 -1.274
H 0.168 1.704 -3.533
H 0.238 -0.135 -0.892
H 0.119 3.722 -1.473
H -1.610 -4.042 -3.390
H 1.207 -1.876 0.836
H -4.159 -2.472 -2.152
H -0.632 -0.498 -2.670
H -1.189 2.447 -1.604
H 1.325 4.823 2.066
H -0.041 -3.646 -3.832
H 3.241 -0.189 5.754
H 2.800 0.346 2.754
H 3.691 -1.066 3.585
H -1.054 -3.922 -0.772
H 4.013 1.136 4.854
H -0.683 -0.631 -4.397
H -2.062 4.647 -0.721
*
```

# 7
The following is a quantum chemistry calculation of 7 unconnected molecules or ions with the total composition C14H28Cl14 in a non-equilibrium geometry, from the Open Molecules 2025 dataset.

As for the expectation value of S²: 0.75. The HOMO-LUMO gap (spin up / spin down) comes out at 0.3680 / 0.0778 hartree. The LUMO energy (spin up / spin down) comes out at -2.4 / -10.2 eV. The relative energy (zero: lowest compared OMol25 entry of this formula, charge and spin) is 0.00 kJ/mol. For the total energy, the calculation gives -6992.55041 Eh.

Geometry as ORCA input:
```
! wB97M-V def2-TZVPD RIJCOSX def2/J DEFGRID3
* xyz 1 2
Cl 0.690 3.859 1.026
Cl -4.630 1.051 2.367
Cl 1.685 -4.992 0.933
Cl -3.458 1.221 -0.660
Cl -0.054 5.855 -5.165
Cl 4.484 2.113 -0.026
Cl -2.564 -3.072 0.085
Cl 3.351 -7.917 0.215
Cl 1.791 3.334 -4.472
Cl 0.394 0.891 -1.502
Cl 6.725 -0.218 1.098
Cl 2.477 -1.592 -0.752
Cl -1.666 -0.845 2.312
Cl -2.290 4.548 2.246
C -5.531 1.911 1.141
C 0.201 3.639 -3.706
C -0.142 -0.786 -1.292
C 3.738 -6.690 1.497
C -1.586 2.970 2.333
C -0.685 2.711 1.132
C 0.751 -1.585 -0.304
C 5.231 0.893 -1.035
C -3.579 -2.496 1.446
C -4.563 2.449 0.034
C -0.763 4.356 -4.615
C 3.414 -5.234 1.105
C 5.477 -0.373 -0.203
C -2.686 -2.195 2.682
H -1.100 2.879 3.304
H -3.965 3.279 0.409
H -1.707 4.678 -4.177
H 5.797 -1.219 -0.812
H 6.147 1.292 -1.472
H -5.100 2.875 -0.814
H 0.683 -1.104 0.672
H 4.528 0.564 -1.801
H -3.224 -1.975 3.603
H 3.761 -4.496 1.828
H -2.081 -3.062 2.945
H -0.948 3.689 -5.457
H -4.337 -3.264 1.604
H -2.362 2.213 2.442
H 4.790 -6.740 1.778
H -6.305 1.264 0.727
H -1.192 -0.700 -1.014
H -0.210 1.733 1.212
H -1.184 2.737 0.164
H 0.429 -2.620 -0.182
H 3.825 -5.054 0.112
H 3.131 -6.915 2.374
H 0.466 4.205 -2.813
H 4.513 -0.616 0.242
H -0.220 -1.323 -2.238
H -4.092 -1.603 1.090
H -5.988 2.742 1.677
H -0.266 2.732 -3.323
*
```

# 8
The following is a quantum chemistry calculation of a molecular structure, C14H28CoFN2O8P2 in a non-equilibrium geometry, from the Open Molecules 2025 dataset.

As for the expectation value of S²: 3.75. The HOMO-LUMO gap (spin up / spin down) comes out at 0.2027 / 0.1859 hartree. The LUMO energy (spin up / spin down) comes out at -4.5 / -4.9 eV. The relative energy (zero: lowest compared OMol25 entry of this formula, charge and spin) is 0.00 kJ/mol. For the total energy, the calculation gives -3426.99354 Eh.

Geometry as ORCA input:
```
! wB97M-V def2-TZVPD RIJCOSX def2/J DEFGRID3
* xyz 1 4
Co -1.706 -1.068 -0.220
P -0.636 -0.071 -3.235
P -2.879 1.980 0.918
F -0.047 -0.860 0.525
O -2.134 2.469 2.177
O -2.457 0.665 0.403
O -1.402 0.116 -4.565
O -4.364 1.936 1.358
O 0.388 1.091 -3.160
O -2.747 3.161 -0.112
O 0.255 -1.314 -3.564
O -1.486 -0.208 -2.016
N 1.143 -1.970 2.894
N 2.879 -1.316 0.201
C 2.200 -2.481 4.762
C -0.705 2.542 2.216
C 0.599 1.877 -1.968
C 4.919 -2.175 -0.051
C 3.761 -0.262 0.111
C 0.683 -3.198 3.278
C -5.020 3.089 1.932
C -3.060 2.936 -1.498
C 3.600 -2.479 0.129
C 5.027 -0.752 -0.015
C 2.103 -1.537 3.774
C 1.326 -3.551 4.437
C 1.285 -1.726 -2.666
C -2.315 -0.886 -5.039
H -0.312 1.946 3.039
H -5.496 2.728 2.839
H 5.737 -2.870 -0.123
H -0.325 2.314 -1.602
H -0.048 -3.698 2.663
H -0.198 2.123 1.342
H 0.936 -1.485 2.039
H 1.112 -1.397 -1.641
H 2.244 -1.304 -2.968
H -3.093 -0.389 -5.614
H 1.355 2.621 -2.188
H -4.310 3.880 2.159
H -2.755 -1.465 -4.231
H -0.399 3.576 2.350
H 5.942 -0.185 -0.032
H 1.018 1.227 -1.197
H 2.813 -2.397 5.644
H -2.285 3.307 -2.164
H 3.142 -3.441 0.293
H 2.671 -0.649 3.557
H -3.954 3.522 -1.711
H 3.381 0.747 0.105
H 1.224 -4.497 4.941
H -1.839 -1.542 -5.768
H 1.892 -1.241 0.371
H -5.800 3.470 1.278
H -3.275 1.897 -1.736
H 1.409 -2.806 -2.651
*
```